100
Properties=species:S:1:pos:R:3:forces:R:3 method="wB97M-V/def2-TZVPD" molar_mass_g_mol=639.5 homo_lumo_gap_ha=0.1716 total_charge=+1
P 1.495 2.496 3.377 0.84 -7.72 0.44
P -3.119 -3.578 0.715 -3.88 0.65 -6.75
O -2.145 -2.456 0.318 1.57 -0.87 3.69
O 0.752 -0.837 -4.308 -1.01 0.65 1.14
O 2.616 -1.091 -5.263 -0.80 0.66 -0.50
O -1.939 1.187 -4.375 1.37 1.48 0.31
O 2.656 2.611 2.378 -0.99 3.99 0.27
O -1.409 2.732 -6.143 1.30 -1.30 1.24
N 2.461 1.821 4.610 1.21 -0.56 0.86
N 0.105 2.527 4.499 -1.19 4.40 -0.78
N 0.576 1.434 2.373 -0.64 -0.18 -1.62
N -4.188 -4.867 1.336 1.56 0.10 4.36
N -4.522 -2.590 0.539 -0.63 1.50 0.45
N 0.319 2.425 -4.374 1.96 1.23 0.91
N 1.725 -0.332 -5.175 1.79 -0.79 -0.35
N -2.666 -4.593 -0.580 0.74 -0.64 -1.33
C 2.942 3.358 -3.303 -2.06 -0.86 -0.85
C -2.482 1.819 -3.174 0.02 0.36 1.33
C 4.255 -0.490 -0.605 -0.01 -0.96 -0.58
C -1.333 -5.186 -0.505 0.00 0.13 0.67
C 5.366 0.431 -1.247 0.20 -0.28 1.32
C 5.370 2.735 -2.410 0.52 0.88 0.85
C 0.448 -0.010 2.511 -0.29 -0.22 0.55
C 3.430 2.717 5.238 -0.35 0.55 -0.24
C 4.303 3.860 -2.720 -0.16 -0.17 0.05
C 5.152 1.987 -1.005 -0.04 -0.44 -1.23
C -3.319 -4.965 -1.815 -0.42 -0.10 -0.04
C -0.099 3.860 5.077 -0.05 -0.10 -0.12
C 0.629 0.119 -3.231 -0.16 0.69 1.18
C -5.450 -2.583 -0.580 -0.32 -0.62 -0.06
C 0.646 1.752 0.947 0.33 0.30 0.06
C 2.574 0.487 5.153 -0.32 -0.29 0.09
C 2.411 1.978 -3.048 -1.26 1.98 -1.42
C -3.010 0.808 -2.094 -0.17 0.70 -0.51
C -0.342 1.530 5.442 0.82 -0.61 0.26
C 1.106 1.577 -3.597 2.02 0.18 1.17
C -4.342 -1.208 0.995 0.46 -0.01 0.07
C 0.782 3.727 -4.639 2.46 0.90 0.81
C 2.058 4.233 -4.153 -0.38 -2.76 0.98
C -3.562 -5.612 2.434 -0.11 0.13 -0.02
C -5.086 -5.744 0.624 0.34 -0.09 -1.01
B -1.023 2.070 -4.945 -2.55 -0.62 -1.87
H -0.191 0.505 5.118 0.16 0.09 -0.13
H -2.219 0.081 -1.762 -0.92 0.57 -0.40
H 0.167 4.445 -5.246 0.37 -1.36 0.65
H -2.742 -4.653 -2.693 0.07 0.05 0.03
H 0.112 4.636 4.334 0.02 -0.01 0.01
H -0.634 -4.529 0.021 -0.07 0.03 -0.02
H 4.315 2.189 5.603 -0.16 -0.17 -0.10
H 0.085 -0.478 1.592 0.03 0.36 -0.08
H -1.423 1.634 5.582 0.06 0.30 -0.15
H 5.474 0.147 -2.327 -0.15 0.60 0.92
H 1.280 -0.254 -2.382 -0.48 0.59 -1.01
H -2.974 -4.938 3.068 0.01 0.00 -0.02
H 3.580 0.073 5.015 0.04 0.07 -0.05
H 4.763 4.654 -3.380 -0.77 -0.90 0.47
H 3.790 3.472 4.534 -0.04 -0.07 -0.02
H -1.364 -6.138 0.038 0.14 -0.15 -0.10
H 3.269 0.025 -0.427 1.02 -0.32 -0.03
H -3.307 1.431 -1.197 0.26 -0.77 -0.98
H 5.502 2.027 -3.272 -0.36 0.60 0.83
H 1.398 -0.499 2.743 0.01 -0.06 0.06
H -1.662 2.445 -2.697 -0.85 -0.56 -0.37
H -3.885 -0.582 0.218 0.07 0.10 0.13
H 6.364 3.271 -2.302 -1.13 -0.50 -0.40
H -3.287 2.530 -3.501 0.60 -0.74 0.34
H 6.350 0.168 -0.753 -1.05 0.14 -0.74
H 0.563 4.026 5.937 -0.09 0.15 0.10
H -4.314 -4.544 -1.930 0.03 0.07 0.15
H -4.946 -2.633 -1.550 -0.04 -0.05 -0.08
H -2.888 -6.391 2.054 0.02 -0.13 0.15
H -0.311 -0.274 3.248 0.18 -0.12 0.21
H 2.366 0.492 6.233 0.07 -0.03 -0.03
H -6.191 -3.378 -0.489 0.09 -0.18 -0.25
H -1.060 2.259 -6.922 -0.25 0.52 0.15
H -4.594 -6.663 0.282 0.05 -0.06 -0.06
H 1.541 1.314 0.482 0.03 0.12 -0.17
H -0.412 0.165 -2.801 1.02 -0.33 -0.98
H 0.661 2.834 0.788 0.16 -0.12 -0.01
H -3.441 -6.057 -1.872 0.04 0.05 -0.07
H -3.927 0.297 -2.504 1.09 0.28 0.59
H -5.903 -6.033 1.293 0.22 0.13 0.24
H 2.976 3.245 6.085 0.14 0.01 0.17
H 4.080 4.380 -1.739 0.03 -0.49 -1.00
H -6.054 -1.672 -0.603 0.28 0.06 0.30
H -0.238 1.380 0.421 -0.07 -0.17 0.25
H 2.416 5.260 -4.393 -0.63 -0.99 0.13
H 4.052 -1.328 -1.343 0.09 0.82 0.89
H -1.134 3.996 5.402 0.03 -0.07 0.05
H -3.714 -1.169 1.888 0.04 0.05 -0.19
H -5.567 -5.291 -0.237 0.17 0.14 0.00
H -0.900 -5.372 -1.491 -0.23 0.09 -0.04
H 3.003 1.239 -2.442 -0.80 0.89 -0.78
H 0.132 1.639 6.425 0.07 -0.01 0.07
H 4.585 -1.015 0.339 -0.42 0.88 -0.91
H -5.299 -0.762 1.279 -0.11 -0.25 -0.13
H 5.916 2.337 -0.266 -0.80 -0.15 -0.68
H -4.314 -6.081 3.073 -0.01 -0.04 -0.09
H 4.134 2.225 -0.569 1.03 -0.38 -0.49
H 1.882 -0.226 4.716 -0.05 0.13 -0.10

100
Properties=species:S:1:pos:R:3:forces:R:3 method="wB97M-V/def2-TZVPD" molar_mass_g_mol=625.5 homo_lumo_gap_ha=0.3602 total_charge=-1
O 5.468 -0.625 -2.614 0.82 0.22 -1.59
O -5.166 -2.579 -1.086 0.09 -1.12 0.14
O -1.729 -1.211 -4.278 -1.21 0.22 -1.10
O -5.869 4.108 1.938 -0.13 0.28 0.44
O 1.134 0.672 1.467 -0.19 0.62 0.56
O -2.733 -1.171 -0.118 3.72 2.95 -0.35
O 1.531 0.326 -0.759 -1.35 0.02 -1.15
O 3.408 -2.966 4.669 -0.33 -2.83 -0.67
O -3.753 4.376 -0.015 1.52 -0.34 2.60
O 7.827 -0.256 -0.035 0.28 0.40 0.48
O 3.692 0.667 -0.822 -0.05 0.34 0.69
O -0.465 -0.735 -0.008 -0.09 0.50 0.65
O 0.774 -2.159 3.835 0.07 -0.85 0.58
O -2.792 1.834 -0.233 1.32 -0.64 -0.27
O 3.307 1.338 2.072 -3.14 -0.59 -1.91
O -0.501 1.628 -0.123 -1.15 -0.52 -0.12
C -1.181 -3.152 2.875 1.51 0.26 -0.12
C 7.609 -0.031 1.354 0.69 -0.81 1.05
C -4.148 4.629 -1.273 -2.30 -0.22 -1.97
C 0.902 -4.619 3.282 -0.41 0.59 -0.51
C -5.403 3.448 3.092 -0.05 -0.30 -0.35
C -1.732 -0.398 -0.137 -2.52 -1.81 0.42
C 6.308 0.665 1.593 -0.44 -0.28 -0.04
C 2.651 0.669 -0.216 2.09 0.60 -0.53
C 0.338 -2.236 -3.794 -0.16 -0.87 -0.26
C -6.246 -1.748 -1.409 0.15 0.14 -0.87
C 5.256 -0.560 -4.065 -0.26 0.07 1.81
C 8.838 0.627 2.032 0.32 0.64 0.03
C 3.905 -1.930 5.379 1.04 2.08 -0.66
C -2.510 -0.026 -4.386 0.39 -0.01 0.12
C 4.104 -0.785 4.378 -0.18 0.54 0.75
C 2.416 1.019 1.277 1.85 -0.63 0.96
C -1.864 1.091 -5.221 0.04 0.10 1.51
C -1.767 1.184 -0.213 -0.04 -0.26 0.57
C -7.545 -2.318 -0.902 -0.46 0.01 1.75
C -5.147 1.971 2.792 -0.44 0.10 1.76
C -3.039 4.333 -2.292 -0.65 0.80 0.03
C -5.488 3.817 -1.450 0.47 1.14 -0.58
C 0.050 -3.415 3.737 0.31 -0.19 0.15
C -0.525 -1.038 -3.648 1.59 0.28 0.99
C 3.844 -1.040 -4.238 0.28 0.06 -1.34
B 0.434 0.497 0.141 -0.62 -0.72 0.40
H -4.407 5.687 -1.312 -0.01 0.19 -0.35
H -5.883 4.027 -2.444 -0.17 -0.50 -0.18
H -5.948 -0.770 -1.030 -0.91 0.38 0.05
H 0.111 -0.236 -4.023 -0.49 0.73 -0.18
H -8.394 -1.638 -0.827 0.18 0.47 -0.57
H 3.091 -0.336 -3.883 0.10 -0.32 0.61
H 4.177 0.140 4.950 0.24 0.36 -0.39
H -1.153 1.636 -4.601 0.45 -0.28 0.09
H 6.392 1.697 1.255 -0.53 0.11 0.13
H 3.635 -1.148 -5.302 -0.14 -0.32 -0.22
H 0.171 -5.428 3.298 0.44 -0.49 0.08
H -0.210 -3.078 -3.372 0.33 -0.31 -0.02
H 1.277 -4.537 2.262 -0.37 0.29 -0.34
H -2.618 1.873 -5.312 -0.17 -0.17 -1.06
H 5.016 0.164 -2.308 -0.16 -0.08 0.68
H 1.820 -4.826 3.832 -0.44 0.04 0.64
H -7.396 -2.563 0.149 0.12 -0.34 0.16
H 0.533 -2.417 -4.851 0.15 -0.18 -0.01
H 5.538 0.099 1.066 0.03 0.44 -0.55
H 3.306 -0.687 3.642 -0.21 0.02 0.29
H 5.445 0.462 -4.393 0.04 -0.01 -0.30
H -4.499 3.913 3.484 0.50 0.06 -0.28
H -4.801 1.628 3.767 0.67 -0.60 -0.09
H 5.013 -0.983 3.809 0.03 0.14 0.10
H 9.002 0.429 3.092 -0.37 -0.68 0.05
H -4.372 -2.049 -0.992 0.20 0.07 0.12
H -4.429 1.757 2.000 -0.01 0.21 0.10
H -0.306 -3.662 4.737 0.32 0.35 0.32
H 7.470 -1.018 1.795 0.36 -0.30 -0.15
H -6.226 4.182 -0.736 0.12 0.20 0.09
H 5.918 -1.262 -4.572 0.30 0.17 0.23
H 8.827 1.716 2.066 -0.56 0.35 -0.48
H 2.579 -2.643 4.307 -0.60 -0.13 -0.24
H -2.694 3.300 -2.313 -0.31 -0.03 -0.05
H 7.997 0.629 -0.366 -0.03 0.05 -0.61
H -3.440 4.666 -3.249 0.29 -0.32 -0.33
H 4.942 -2.092 5.676 -0.20 -0.75 0.73
H -5.381 2.756 -1.222 0.31 -0.07 -0.40
H -6.351 -1.704 -2.493 0.22 0.40 -0.36
H -0.710 -2.849 1.940 -0.63 0.04 -0.56
H -3.494 -0.308 -4.760 0.19 -0.21 -0.26
H 3.251 -1.720 6.225 0.18 0.48 0.27
H -6.057 1.385 2.665 -0.16 0.29 -0.51
H -5.097 4.044 1.370 0.12 0.48 -0.94
H -1.310 0.725 -6.086 -0.62 0.22 -0.32
H -3.362 3.512 -0.163 0.63 -0.70 1.16
H -1.638 -2.267 3.319 -0.57 -0.29 -0.21
H 5.940 0.557 2.613 0.50 0.61 0.25
H 0.907 -1.797 2.955 -0.14 0.07 -0.33
H 3.908 -2.020 -3.764 -0.97 0.09 0.10
H -2.686 0.357 -3.381 -0.07 0.18 0.30
H -7.929 -3.220 -1.379 0.49 0.01 -0.34
H -6.090 3.625 3.920 -0.52 -0.42 -0.20
H -1.820 -4.018 2.709 -0.10 0.25 0.18
H -0.625 -0.921 -2.569 -0.41 0.55 0.23
H 1.273 -2.056 -3.263 -0.02 -0.22 0.00
H -2.185 4.966 -2.050 0.08 0.00 -0.01
H 9.782 0.421 1.529 -0.11 -0.52 -0.16

HOMO level values, unit eV, following the record order: -9.14; -7.65.